Record 1
92
Properties=species:S:1:pos:R:3:mulliken_charge:R:1 method="wB97M-V/def2-TZVPD" spin_multiplicity=1 total_charge=+1 energy_ev=-68007.5711 lumo_energy_ha=-0.1045 e_homo_ev=-11.108
Cs -12.082 17.491 18.111 1.39
Cs -16.057 18.908 13.367 1.23
Cs -9.739 15.332 14.231 1.14
S -12.671 17.428 14.575 0.52
O -12.544 16.138 13.876 -0.78
O -13.118 18.453 13.629 -1.04
O -13.619 17.341 15.688 -1.06
O -11.281 17.688 15.053 -1.12
C -7.598 20.407 17.868 -1.08
C -8.624 19.387 17.455 0.86
O -9.161 18.633 18.279 -0.70
N -9.033 19.331 16.187 0.28
C -8.623 20.210 15.091 -0.94
H -6.948 19.968 18.625 0.36
H -8.117 21.250 18.328 0.16
H -6.935 20.838 17.120 0.36
H -9.786 18.678 16.008 0.01
H -7.547 20.333 15.044 0.42
H -9.142 21.169 15.151 0.30
H -8.962 19.774 14.153 0.12
C -14.068 20.613 20.986 -1.16
C -14.070 20.291 19.493 0.55
O -12.997 20.175 18.893 -0.75
N -15.271 20.195 18.924 -0.09
C -15.454 19.978 17.502 -0.53
H -13.864 19.670 21.499 0.26
H -15.007 21.055 21.315 0.40
H -13.269 21.289 21.280 0.32
H -16.079 20.346 19.499 0.23
H -16.496 19.704 17.363 0.42
H -14.759 19.219 17.147 0.00
H -15.237 20.895 16.944 0.28
C -15.852 14.947 13.182 -0.48
C -15.291 13.696 13.835 0.71
O -15.875 12.630 13.707 -0.70
N -14.126 13.823 14.497 0.56
C -13.471 12.734 15.209 -1.20
H -15.701 14.845 12.111 0.15
H -15.398 15.873 13.554 -0.30
H -16.889 15.011 13.511 0.42
H -13.588 14.679 14.439 -0.18
H -12.431 12.681 14.875 0.31
H -13.955 11.791 14.981 0.44
H -13.461 12.953 16.278 0.25
C -12.166 21.036 15.368 0.48
C -11.668 22.358 15.911 0.18
O -11.396 23.267 15.139 -0.70
N -11.482 22.424 17.242 0.22
C -11.066 23.604 17.986 -1.06
H -11.527 20.619 14.594 -0.44
H -13.141 21.176 14.893 0.28
H -12.327 20.279 16.135 0.13
H -11.817 21.648 17.795 0.00
H -10.500 23.319 18.869 0.34
H -11.964 24.136 18.309 0.34
H -10.477 24.245 17.338 0.35
C -18.258 16.179 17.619 -1.47
C -17.163 16.807 16.794 0.80
O -17.378 17.718 15.987 -0.60
N -15.924 16.303 16.933 0.58
C -15.472 15.159 17.704 -1.07
H -18.052 16.120 18.685 0.33
H -18.306 15.144 17.262 0.34
H -19.182 16.699 17.391 0.38
H -15.189 16.719 16.367 0.11
H -15.719 14.205 17.239 0.33
H -15.862 15.140 18.724 0.41
H -14.392 15.253 17.841 0.18
C -11.869 13.306 11.762 -0.56
C -12.643 14.224 10.799 0.73
O -12.793 13.819 9.654 -0.69
N -12.965 15.467 11.179 0.25
C -13.633 16.391 10.291 -0.86
H -12.527 12.519 12.119 0.20
H -11.460 13.842 12.636 -0.33
H -10.979 12.969 11.237 0.42
H -12.919 15.739 12.153 -0.07
H -14.695 16.136 10.188 0.28
H -13.252 16.396 9.272 0.37
H -13.518 17.401 10.684 0.18
C -10.265 19.495 11.565 -0.36
C -11.261 20.569 11.186 0.83
O -10.890 21.480 10.464 -0.69
N -12.525 20.333 11.557 0.11
C -13.600 21.206 11.162 -1.03
H -10.407 18.672 10.860 0.28
H -10.444 19.109 12.575 -0.26
H -9.251 19.873 11.481 0.33
H -12.687 19.638 12.276 0.13
H -13.249 21.913 10.414 0.39
H -14.037 21.821 11.957 0.27
H -14.426 20.632 10.727 0.30

---

Record 2
92
Properties=species:S:1:pos:R:3:mulliken_charge:R:1 method="wB97M-V/def2-TZVPD" spin_multiplicity=1 energy_ev=-130020.4073 lumo_energy_ha=0.0137 e_homo_ev=-8.265
N 1.915 -3.742 1.318 -0.60
C 2.585 -3.213 0.544 0.64
O 3.323 -2.617 -0.320 -0.29
C 3.435 -1.144 -0.200 0.21
C 2.241 -0.462 0.437 -1.20
C 1.228 -0.524 -0.715 1.11
C -0.033 0.273 -0.496 -1.44
O -1.116 -0.075 -1.379 -0.23
C -1.819 -1.171 -1.069 0.96
F -2.903 -1.198 -1.843 -0.26
F -2.223 -1.200 0.208 -0.29
F -1.148 -2.315 -1.290 -0.31
C 2.159 -0.051 -1.818 0.09
O 1.930 0.706 -2.714 -0.56
N 3.458 -0.627 -1.559 -0.37
H 4.387 -0.966 0.294 0.39
H 2.567 0.580 0.525 0.27
H 1.910 -0.814 1.410 0.49
H 1.072 -1.580 -0.958 0.32
H -0.338 0.234 0.549 0.45
H 0.184 1.316 -0.720 0.29
H 3.620 -1.364 -2.241 0.36
C 1.124 4.860 2.230 -0.94
S 0.151 3.356 2.313 0.30
O 0.942 2.294 1.619 -0.50
C -1.119 3.898 1.180 -0.68
H 2.005 4.722 2.852 0.33
H 1.419 5.037 1.195 0.30
H 0.521 5.689 2.604 0.35
H -0.666 4.152 0.221 0.30
H -1.613 4.767 1.614 0.29
H -1.830 3.084 1.052 0.28
C 5.523 -6.677 -1.092 -0.89
S 4.309 -6.148 -2.301 0.41
O 4.372 -4.662 -2.347 -0.56
C 2.860 -6.562 -1.321 -0.86
H 6.517 -6.466 -1.477 0.37
H 5.364 -6.122 -0.167 0.20
H 5.419 -7.750 -0.926 0.42
H 2.894 -6.020 -0.375 0.16
H 2.834 -7.639 -1.149 0.38
H 1.981 -6.261 -1.887 0.33
C -3.267 1.114 -6.710 -0.85
S -3.555 1.193 -4.941 0.46
O -3.722 2.628 -4.584 -0.66
C -1.904 0.700 -4.454 -0.47
H -4.185 1.424 -7.206 0.32
H -2.455 1.794 -6.968 0.36
H -3.027 0.085 -6.984 0.27
H -1.176 1.399 -4.866 0.46
H -1.712 -0.311 -4.818 0.32
H -1.860 0.714 -3.369 -0.17
C -4.347 -2.814 -4.621 -0.76
S -4.077 -3.358 -6.309 0.42
O -3.226 -2.320 -6.956 -0.59
C -5.758 -3.069 -6.874 -0.91
H -3.394 -2.868 -4.098 0.20
H -4.706 -1.784 -4.626 0.21
H -5.066 -3.473 -4.134 0.47
H -6.012 -2.021 -6.719 0.26
H -6.440 -3.719 -6.325 0.36
H -5.794 -3.309 -7.934 0.34
C -4.139 8.537 1.493 -0.99
S -2.769 8.115 2.572 0.39
O -2.267 6.786 2.111 -0.57
C -3.742 7.805 4.041 -0.89
H -3.734 8.719 0.500 0.33
H -4.841 7.704 1.463 0.30
H -4.623 9.440 1.866 0.39
H -4.474 7.024 3.834 0.31
H -4.240 8.722 4.354 0.41
H -3.072 7.481 4.832 0.26
C 9.958 -7.454 2.055 -0.96
S 8.479 -7.853 1.117 0.50
O 8.482 -6.967 -0.075 -0.58
C 7.317 -7.150 2.295 -0.90
H 10.814 -7.774 1.465 0.32
H 10.000 -6.378 2.219 0.31
H 9.943 -7.991 3.003 0.37
H 7.546 -6.095 2.443 0.30
H 7.383 -7.696 3.236 0.40
H 6.317 -7.259 1.880 0.26
C -5.325 4.760 6.923 -0.89
S -4.673 6.085 7.947 0.45
O -4.490 7.262 7.054 -0.56
C -3.047 5.362 8.185 -0.87
H -6.331 5.044 6.623 0.31
H -4.692 4.640 6.044 0.25
H -5.360 3.838 7.503 0.38
H -2.579 5.198 7.214 0.24
H -3.143 4.424 8.731 0.37
H -2.458 6.067 8.768 0.32

---

Record 3
86
Properties=species:S:1:pos:R:3:mulliken_charge:R:1 method="wB97M-V/def2-TZVPD" spin_multiplicity=1 smiles="C[C@H]1COC(=O)O1.C[C@H]1COC(=O)O1.CN(C)C=O.CN(C)C=O.CN(C)C=O.CO.CO.CO.CO" energy_ev=-53657.4166 lumo_energy_ha=0.0092 e_homo_ev=-9.380
C -3.353 -11.137 -25.125 -1.47
C -3.634 -12.246 -26.110 0.69
C -4.919 -12.995 -25.898 -0.46
O -5.410 -13.245 -27.207 -0.33
C -4.854 -12.335 -28.041 0.60
O -5.131 -12.268 -29.194 -0.52
O -3.892 -11.641 -27.411 -0.33
H -3.400 -11.552 -24.118 0.39
H -4.078 -10.327 -25.243 0.35
H -2.430 -10.583 -25.304 0.26
H -2.784 -12.928 -26.161 0.27
H -5.654 -12.571 -25.210 0.26
H -4.707 -13.963 -25.430 0.33
C 2.167 -12.105 -24.684 -0.96
C 3.385 -12.736 -24.065 0.37
C 4.060 -13.998 -24.652 -0.40
O 5.454 -13.753 -24.504 -0.37
C 5.624 -12.390 -24.395 0.71
O 6.694 -11.878 -24.361 -0.54
O 4.450 -11.797 -24.430 -0.35
H 1.302 -12.769 -24.588 0.47
H 2.293 -11.932 -25.756 -0.15
H 1.914 -11.116 -24.308 0.26
H 3.321 -12.752 -22.972 0.31
H 3.806 -13.963 -25.715 0.24
H 3.662 -14.872 -24.145 0.37
C 0.318 -7.997 -32.105 -1.25
N 0.798 -7.882 -30.722 0.29
C -0.233 -7.824 -29.712 -0.99
C 2.113 -7.627 -30.485 0.06
O 2.534 -7.354 -29.374 -0.61
H -0.467 -7.255 -32.250 0.43
H 0.010 -9.021 -32.305 0.35
H 1.118 -7.734 -32.798 0.41
H -0.288 -8.623 -28.971 0.14
H -0.044 -6.941 -29.085 0.37
H -1.187 -7.621 -30.190 0.38
H 2.721 -7.754 -31.391 0.33
C 3.712 -7.245 -26.569 -0.97
N 2.650 -7.920 -25.887 0.25
C 2.408 -7.636 -24.476 -0.98
C 1.811 -8.709 -26.602 0.59
O 0.860 -9.325 -26.149 -0.71
H 4.110 -7.742 -27.459 0.27
H 4.623 -7.252 -25.957 0.37
H 3.520 -6.224 -26.908 0.30
H 3.414 -7.632 -24.047 0.33
H 2.065 -6.606 -24.345 0.33
H 1.738 -8.361 -24.036 0.28
H 2.050 -8.694 -27.678 0.06
C 0.843 -11.635 -30.028 -0.80
N -0.352 -11.982 -29.301 0.33
C -0.307 -11.597 -27.922 0.46
C -1.469 -12.472 -29.863 0.68
O -1.548 -12.756 -31.055 -0.82
H 1.768 -12.006 -29.569 0.26
H 0.982 -10.571 -29.776 0.08
H 0.928 -11.814 -31.091 0.33
H -1.200 -11.832 -27.346 -0.85
H 0.543 -11.930 -27.320 0.13
H -0.201 -10.506 -27.866 0.02
H -2.311 -12.634 -29.181 -0.10
C 3.284 -10.413 -32.704 -0.52
O 3.644 -10.384 -31.317 -0.38
H 2.223 -10.192 -32.812 0.06
H 3.941 -9.674 -33.152 0.28
H 3.482 -11.388 -33.151 0.34
H 3.526 -11.232 -30.883 0.26
C -3.543 -15.586 -29.445 -0.55
O -2.126 -15.412 -29.527 -0.49
H -3.806 -16.567 -29.851 0.34
H -3.833 -15.611 -28.398 0.13
H -4.054 -14.806 -30.008 0.27
H -1.901 -15.441 -30.463 0.29
C 4.814 -11.599 -27.962 0.15
O 5.530 -12.809 -28.110 -0.56
H 4.668 -11.324 -26.911 0.02
H 5.509 -10.830 -28.307 0.34
H 3.872 -11.543 -28.509 -0.19
H 5.377 -13.428 -27.394 0.29
C -1.416 -11.589 -34.109 -0.45
O -1.627 -12.938 -33.804 -0.56
H -0.404 -11.206 -33.920 0.04
H -1.488 -11.438 -35.196 0.35
H -2.178 -10.931 -33.682 0.23
H -1.776 -12.960 -32.836 0.55